No. 1
This record from the Open Molecules 2025 dataset describes a structure of composition CH2ClO2S2 at a distorted geometry. The level of theory is ωB97M-V with the def2-TZVPD basis set.

Element x y z (Å)
1 C -0.186 -0.420 -0.235
2 O -1.731 3.231 -3.102
3 O -3.139 3.622 -1.175
4 S -0.448 4.696 -0.897
5 S -1.787 3.437 -1.640
6 Cl -1.258 0.760 -1.083
7 H 0.596 -0.890 -0.855
8 H 0.289 0.044 0.669

multiplicity	1
charge	-1
Kohn-Sham gap (alpha / beta)	5.52 / 7.61	eV
relative energy (zero: lowest compared OMol25 entry of this formula, charge and spin)	254.55	kJ/mol
E	-39355.818	eV

***

No. 2
This record from the Open Molecules 2025 dataset describes the molecule CH2ClOPS at a distorted geometry. The level of theory is ωB97M-V with the def2-TZVPD basis set.

Element x y z (Å)
1 O 0.994 0.376 -1.648
2 P 0.881 0.425 -0.243
3 S 2.560 0.751 0.743
4 C -0.940 -0.098 0.345
5 Cl -1.046 -1.730 -0.397
6 H -1.553 0.613 -0.288
7 H -0.895 -0.337 1.487

multiplicity	1
SMILES	O=P(=S)CCl
Kohn-Sham gap	8.86	eV
relative energy (zero: lowest compared OMol25 entry of this formula, charge and spin)	76.47	kJ/mol
E	-35762.730	eV

***

No. 3
This record from the Open Molecules 2025 dataset describes a cluster of 2 separate species, CH2ClP in total at a distorted geometry. The level of theory is ωB97M-V with the def2-TZVPD basis set.

Element x y z (Å)
1 C 0.011 -0.937 0.246
2 P 4.610 0.097 0.281
3 Cl 2.744 -0.147 -0.354
4 H 0.031 -0.416 1.108
5 H -0.816 -0.314 -0.297

multiplicity	1
Kohn-Sham gap (alpha / beta)	6.90 / 7.02	eV
relative energy (zero: lowest compared OMol25 entry of this formula, charge and spin)	582.76	kJ/mol
E	-22873.862	eV

***

No. 4
This record from the Open Molecules 2025 dataset describes a cluster of 2 separate species, CH2F2N2O in total at a distorted geometry. The level of theory is ωB97M-V with the def2-TZVPD basis set.

Element x y z (Å)
1 C -0.578 0.904 0.355
2 N -0.999 0.057 -0.525
3 N 1.765 -0.238 0.483
4 O -0.524 1.924 0.880
5 F 1.390 -1.232 1.397
6 F 1.424 -0.771 -0.786
7 H -0.719 -0.965 -0.670
8 H -1.760 0.322 -1.133

multiplicity	1
Kohn-Sham gap (alpha / beta)	9.10 / 6.75	eV
relative energy (zero: lowest compared OMol25 entry of this formula, charge and spin)	407.11	kJ/mol
E	-11525.806	eV

***

No. 5
This record from the Open Molecules 2025 dataset describes a cluster of 2 separate species, CH2F2O2 in total at a distorted geometry. The level of theory is ωB97M-V with the def2-TZVPD basis set.

Element x y z (Å)
1 C -0.101 -0.769 0.304
2 O -1.096 0.079 0.217
3 O -0.471 1.945 -0.535
4 F 0.442 -0.816 1.609
5 F 0.658 1.650 -1.086
6 H 0.735 -0.383 -0.458
7 H -0.167 -1.706 -0.051

multiplicity	1
Kohn-Sham gap (alpha / beta)	7.82 / 7.87	eV
relative energy (zero: lowest compared OMol25 entry of this formula, charge and spin)	919.52	kJ/mol
E	-10590.623	eV

***

No. 6
This record from the Open Molecules 2025 dataset describes the molecule CH2F2O3S2 at a distorted geometry. The level of theory is ωB97M-V with the def2-TZVPD basis set.

Element x y z (Å)
1 C 1.386 -1.221 -0.164
2 O -0.650 -0.356 0.906
3 O -1.576 1.984 0.455
4 O -0.499 0.705 -1.346
5 F 1.030 1.331 0.599
6 F -2.515 -0.109 -0.269
7 S 0.970 -0.485 1.216
8 S -1.194 0.793 -0.129
9 H 2.266 -1.764 -0.241
10 H 0.781 -0.877 -1.027

multiplicity	3
expectation value of S²	2.009
Kohn-Sham gap (alpha / beta)	7.73 / 8.91	eV
relative energy (zero: lowest compared OMol25 entry of this formula, charge and spin)	0.00	kJ/mol
E	-34311.230	eV

***

No. 7
This record from the Open Molecules 2025 dataset describes the molecule CH2F2S at a distorted geometry. The level of theory is ωB97M-V with the def2-TZVPD basis set.

Element x y z (Å)
1 C 0.797 0.461 0.009
2 H 0.494 1.029 0.889
3 H 1.129 1.053 -0.845
4 F -2.180 -0.342 -0.069
5 F -0.997 -1.056 0.044
6 S 0.757 -1.143 -0.028

multiplicity	1
Kohn-Sham gap	7.33	eV
relative energy (zero: lowest compared OMol25 entry of this formula, charge and spin)	675.98	kJ/mol
E	-17331.255	eV

***

No. 8
This record from the Open Molecules 2025 dataset describes a cluster of 2 separate species, CH2F3NOS in total at a distorted geometry. The level of theory is ωB97M-V with the def2-TZVPD basis set.

Element x y z (Å)
1 C 0.434 -0.782 0.836
2 N 0.553 0.755 -1.559
3 O 0.649 -1.833 -1.783
4 F 0.917 0.371 1.348
5 F 1.332 -1.712 1.058
6 F -2.458 -0.376 0.238
7 S 0.084 -0.670 -1.207
8 H -0.487 -1.128 1.389
9 H 0.169 1.532 -1.038

multiplicity	1
Kohn-Sham gap (alpha / beta)	5.83 / 5.84	eV
relative energy (zero: lowest compared OMol25 entry of this formula, charge and spin)	593.96	kJ/mol
E	-23588.398	eV